A 10-piece molecular cluster, C50H95BF5N4O16S2 overall in a non-equilibrium geometry, computed with the ωB97M-V functional and the def2-TZVPD basis.

Each line ends with the Löwdin charge.
Positions of all 173 atoms, in Å:
C 0.098 -3.551 2.324  -0.103
C -0.822 -2.351 1.714  -0.167
C -1.666 -2.823 0.426  -0.207
O -1.505 -2.267 -0.816  -0.105
C -0.932 -1.150 -1.365  -0.333
C -1.307 0.253 -0.719  -0.061
C -2.027 0.591 0.614  -0.328
C -3.362 -0.150 1.076  -0.088
C -1.059 0.884 1.906  -0.066
C -1.469 -1.357 -2.920  -0.200
S -3.170 -2.047 -3.099  0.900
O -3.607 -2.236 -4.555  -0.348
O -3.325 -3.489 -2.629  -0.279
C -4.583 -1.084 -2.371  -0.329
F -5.198 -1.934 -1.407  0.065
F -4.290 0.197 -1.882  0.059
C -5.789 -0.824 -3.437  -0.373
F -6.428 -1.991 -3.833  0.139
F -6.759 -0.101 -2.680  0.086
F -5.425 0.033 -4.478  0.101
N -1.142 -0.214 -3.875  -0.418
S -0.795 -1.106 -5.429  0.982
N -2.355 0.404 -4.091  -0.008
C -2.538 1.671 -4.324  -0.220
C -2.397 2.293 -5.816  -0.002
C -3.021 2.757 -3.225  -0.016
C 0.097 0.543 -3.570  -0.219
C 0.771 1.439 -4.692  -0.076
C 0.643 3.037 -4.364  -0.150
O 1.818 3.377 -3.567  -0.072
C 1.696 4.731 -3.139  -0.407
C 1.151 5.188 -1.716  0.008
O 2.048 5.616 -3.942  0.085
C 1.116 -0.362 -2.670  -0.117
B 2.287 -1.091 -3.600  -0.459
N 3.648 -0.488 -3.750  0.144
O 2.023 -2.371 -4.264  0.026
N 0.568 -1.180 -1.587  -0.069
C 1.270 -2.324 -1.109  -0.114
C 2.678 -1.939 -0.209  -0.130
C 2.456 -0.713 0.916  0.015
O 3.293 -0.591 -0.453  -0.215
H 0.257 -4.401 1.576  0.072
H -0.271 -3.916 3.332  0.056
H 1.160 -3.113 2.512  0.056
H -0.045 -1.602 1.304  0.080
H -1.458 -1.928 2.548  0.095
H -1.448 -3.961 0.371  0.139
H -2.767 -2.820 0.779  0.132
H -0.316 0.855 -0.678  0.135
H -1.868 0.814 -1.563  0.085
H -2.435 1.669 0.454  0.133
H -3.269 -0.725 2.066  0.070
H -4.260 0.548 1.229  0.086
H -3.665 -0.898 0.282  0.045
H -0.006 0.528 1.679  0.046
H -1.470 0.224 2.751  0.063
H -1.136 1.952 2.277  0.079
H -0.792 -2.226 -3.274  0.149
H -1.847 -0.847 -6.304  -0.033
H -1.801 3.262 -5.822  0.097
H -1.900 1.471 -6.431  0.046
H -3.469 2.401 -6.191  0.103
H -2.321 2.808 -2.330  0.080
H -4.120 2.594 -2.924  0.105
H -3.001 3.807 -3.699  0.095
H -0.209 1.373 -2.822  0.142
H 0.305 1.396 -5.736  0.077
H 1.888 1.352 -4.854  0.132
H -0.274 3.282 -3.741  0.111
H 0.648 3.605 -5.353  0.146
H 1.508 4.543 -0.851  0.064
H 1.548 6.250 -1.553  0.104
H 0.012 5.251 -1.661  0.092
H 1.746 0.471 -2.162  0.160
H 3.738 0.064 -4.609  0.076
H 4.391 -1.188 -3.650  0.081
H 2.659 -3.004 -3.847  0.106
H 1.591 -3.161 -1.839  0.127
H 0.830 -2.954 -0.267  0.114
H 3.376 -2.849 0.117  0.160
H 1.808 0.148 0.522  0.100
H 3.396 -0.496 1.518  0.096
C -0.828 1.485 -10.363  -0.020
C -0.141 0.907 -9.159  -0.480
O -0.111 1.506 -8.096  0.018
C 0.510 -0.441 -9.313  -0.012
H -1.251 2.458 -10.105  0.088
H -0.108 1.621 -11.173  0.092
H -1.636 0.825 -10.680  0.064
H 1.289 -0.392 -10.077  0.092
H -0.240 -1.186 -9.586  0.093
H 0.967 -0.734 -8.365  0.073
C 5.353 2.481 4.127  -0.028
C 4.055 1.798 3.794  -0.476
O 3.729 1.572 2.640  0.022
C 3.169 1.400 4.944  -0.007
H 5.890 2.710 3.207  0.084
H 5.158 3.412 4.658  0.065
H 5.971 1.819 4.738  0.093
H 2.876 2.286 5.511  0.083
H 3.694 0.694 5.591  0.085
H 2.268 0.918 4.558  0.082
C -1.366 -8.254 2.249  -0.019
C -0.998 -7.356 3.401  -0.484
O -0.976 -6.146 3.278  0.046
C -0.657 -8.013 4.712  -0.012
H -1.587 -7.644 1.371  0.082
H -0.532 -8.918 2.014  0.087
H -2.254 -8.838 2.502  0.088
H 0.210 -8.666 4.586  0.090
H -1.513 -8.585 5.075  0.092
H -0.412 -7.243 5.447  0.051
C -0.378 -4.874 6.885  -0.030
C -0.010 -3.973 8.034  -0.504
O 0.011 -2.764 7.907  0.061
C 0.331 -4.628 9.346  -0.025
H -0.599 -4.267 6.005  0.079
H 0.457 -5.538 6.651  0.079
H -1.266 -5.457 7.139  0.090
H 1.197 -5.282 9.222  0.084
H -0.525 -5.201 9.710  0.086
H 0.576 -3.859 10.082  0.084
C -5.693 1.182 -8.724  -0.014
C -4.940 0.672 -9.924  -0.485
O -3.742 0.455 -9.873  0.045
C -5.724 0.439 -11.186  -0.016
H -5.002 1.303 -7.888  0.060
H -6.141 2.152 -8.952  0.091
H -6.466 0.467 -8.439  0.092
H -6.173 1.376 -11.523  0.090
H -6.499 -0.309 -11.010  0.091
H -5.054 0.072 -11.966  0.086
C 4.147 6.938 1.926  -0.018
C 4.138 5.462 2.226  -0.470
O 4.880 4.983 3.063  0.052
C 3.177 4.604 1.449  -0.016
H 4.888 7.431 2.558  0.084
H 4.415 7.103 0.880  0.087
H 3.165 7.366 2.137  0.086
H 3.403 4.667 0.383  0.079
H 2.151 4.930 1.639  0.090
H 3.278 3.565 1.767  0.058
C 4.290 4.779 8.550  -0.026
C 5.599 4.970 7.829  -0.510
O 6.539 4.224 8.017  0.062
C 5.695 6.123 6.864  -0.025
H 4.365 3.913 9.211  0.083
H 4.066 5.661 9.154  0.086
H 3.490 4.601 7.829  0.078
H 5.533 7.065 7.392  0.086
H 4.957 6.003 6.068  0.075
H 6.691 6.139 6.418  0.086
C -4.355 0.520 4.949  -0.011
C -4.433 1.833 4.217  -0.484
O -3.921 1.977 3.122  0.041
C -5.167 2.960 4.892  -0.020
H -3.798 -0.199 4.346  0.067
H -3.837 0.655 5.901  0.092
H -5.361 0.129 5.119  0.091
H -4.685 3.203 5.841  0.089
H -6.209 2.677 5.059  0.089
H -5.143 3.843 4.250  0.083
C 4.714 -4.709 3.751  -0.021
C 3.828 -3.767 4.524  -0.494
O 2.746 -3.420 4.091  0.048
C 4.334 -3.273 5.853  -0.019
H 4.222 -4.982 2.815  0.080
H 5.663 -4.220 3.519  0.087
H 4.889 -5.616 4.333  0.087
H 5.266 -2.720 5.714  0.087
H 4.492 -4.116 6.528  0.086
H 3.593 -2.604 6.296  0.082

Calculated values
DFT total energy, Ha: -4704.75056
Frontier orbital gap, eV: 6.601
Net charge: +1